# 1
Below is a molecular structure, C58H40Br3F5O21 in a non-equilibrium geometry, with properties calculated with the ωB97M-V functional and the def2-TZVPD basis.

The geometry in XYZ format:
```
127
C58H40Br3F5O21 (the ωB97M-V functional and the def2-TZVPD basis)
C 4.44 1.51 -3.83
C 3.63 1.07 -2.59
O 2.28 1.33 -2.96
C 2.16 2.00 -4.05
O 1.16 2.49 -4.60
O 3.45 2.21 -4.52
F 3.98 1.85 -1.57
H 4.66 0.62 -4.43
H 5.32 2.08 -3.53
H 3.64 0.04 -2.24
C 2.79 -6.85 -0.06
C 2.56 -6.29 -1.47
O 2.53 -4.91 -1.30
C 3.17 -4.65 -0.24
O 3.54 -3.48 0.17
O 3.49 -5.79 0.45
F 1.24 -6.76 -1.73
H 3.41 -7.74 -0.09
H 1.84 -7.09 0.43
H 3.37 -6.67 -2.09
C 0.03 -0.63 -0.45
C 1.41 -0.92 0.26
O 1.73 0.19 1.03
C 0.62 0.95 1.22
O 0.55 1.93 1.96
O -0.38 0.42 0.50
F 2.42 -1.16 -0.59
H -0.74 -1.36 -0.66
H 0.16 -0.08 -1.38
H 1.25 -1.74 0.96
C 3.21 3.24 3.74
C 2.29 4.29 4.31
O 3.15 5.43 4.24
C 4.45 4.99 4.47
O 5.35 5.68 4.93
O 4.51 3.71 4.11
F 2.05 3.98 5.63
H 3.14 3.06 2.67
H 2.88 2.25 4.07
H 1.32 4.32 3.81
C 1.39 -0.85 -5.46
C 0.82 -2.27 -5.85
O 1.18 -3.12 -4.84
C 1.39 -2.38 -3.69
O 1.54 -2.76 -2.56
O 1.44 -1.05 -4.05
F 1.32 -2.63 -7.00
H 0.62 -0.10 -5.62
H 2.43 -0.58 -5.68
H -0.25 -2.09 -5.97
C 1.16 4.35 -0.25
C 1.98 4.54 -1.35
C 1.54 5.39 -2.38
C 0.30 5.99 -2.30
C -0.51 5.75 -1.20
C -0.08 4.88 -0.21
C -1.96 6.21 -1.14
O -2.75 5.89 -0.27
C -2.37 6.92 -2.41
C -3.68 7.35 -2.42
C -4.23 8.07 -3.47
C -3.49 8.24 -4.62
C -2.10 7.95 -4.58
C -1.58 7.17 -3.48
C -0.17 6.69 -3.59
O 0.60 6.94 -4.52
H 1.59 3.66 0.45
H 2.91 4.04 -1.57
H 2.14 5.49 -3.26
H -0.74 4.70 0.63
H -4.23 7.24 -1.50
H -5.31 8.13 -3.48
H -3.89 8.67 -5.52
H -1.55 8.30 -5.45
C -5.93 -4.43 -1.31
C -7.08 -4.36 -1.96
C -7.19 -3.41 -3.02
C -6.00 -2.70 -3.46
C -4.84 -2.72 -2.75
C -4.78 -3.67 -1.66
C -3.70 -1.77 -3.04
O -2.79 -1.71 -2.23
C -3.81 -1.02 -4.35
C -2.77 -0.36 -4.98
C -2.94 0.22 -6.22
C -4.15 0.32 -6.83
C -5.23 -0.30 -6.19
C -5.03 -1.07 -5.04
C -6.24 -1.86 -4.60
O -7.30 -1.73 -5.21
H -5.82 -5.16 -0.52
H -7.95 -4.80 -1.49
H -8.17 -3.40 -3.47
H -3.77 -3.83 -1.33
H -1.83 -0.44 -4.44
H -2.08 0.77 -6.59
H -4.46 0.86 -7.72
H -6.22 -0.12 -6.59
C 0.73 0.31 5.48
C 1.67 -0.35 4.72
C 2.15 -1.57 5.12
C 1.74 -2.10 6.36
C 0.87 -1.30 7.27
C 0.31 -0.12 6.76
C 0.41 -1.75 8.58
O -0.22 -0.97 9.29
C 1.04 -2.98 9.06
C 0.71 -3.57 10.33
C 1.53 -4.60 10.85
C 2.56 -5.14 10.19
C 2.74 -4.80 8.85
C 2.00 -3.71 8.27
C 2.37 -3.35 6.86
O 3.23 -3.94 6.16
H 0.54 1.32 5.15
H 2.07 0.06 3.80
H 2.76 -2.18 4.47
H -0.32 0.60 7.26
H -0.05 -3.22 11.01
H 1.30 -4.90 11.87
H 3.12 -5.95 10.64
H 3.58 -5.31 8.39
C -0.95 -4.35 2.58
Br 1.00 -4.34 2.71
Br -1.45 -6.18 2.72
Br -1.46 -3.44 0.91
H -1.43 -3.77 3.37
```

Properties
* molecular weight: 1407.639 g/mol
* E_tot: -327503.451 eV
* Kohn-Sham gap: 8.06 eV
* net charge: 0
* LUMO level: -1.452 eV
* E_HOMO: -9.52 eV

Mulliken population analysis, charges in e, atoms 1 to 4: atom 1 (C): -0.41, atom 2 (C): 0.46, atom 3 (O): 0.10, atom 4 (C): 0.54

=====

# 2
Below is a molecular structure, C58H47AgBF4NO2P2S2, with properties calculated with the ωB97M-V functional and the def2-TZVPD basis.

The geometry in XYZ format:
```
118
C58H47AgBF4NO2P2S2 (the ωB97M-V functional and the def2-TZVPD basis)
Ag 0.18 -0.38 0.08
N 2.22 -0.32 2.60
P 2.51 0.11 0.99
C 3.99 -0.82 0.52
C 5.26 -0.48 1.00
C 6.35 -1.26 0.66
C 6.18 -2.38 -0.15
C 4.93 -2.71 -0.63
C 3.82 -1.93 -0.30
C 3.05 1.84 1.03
C 2.64 2.70 2.04
C 2.95 4.05 1.99
C 3.67 4.56 0.92
C 4.08 3.71 -0.10
C 3.78 2.36 -0.05
P 0.56 -0.32 3.08
C 0.76 0.06 4.86
C 1.22 -0.87 5.79
C 1.40 -0.50 7.11
C 1.12 0.80 7.52
C 0.66 1.73 6.59
C 0.48 1.36 5.27
C 0.12 -2.10 3.11
C -1.01 -2.50 3.83
C -1.51 -3.79 3.69
C -0.90 -4.68 2.81
C 0.21 -4.28 2.08
C 0.72 -3.00 2.24
H 2.93 -0.22 3.31
H 5.39 0.40 1.62
H 7.34 -1.00 1.03
H 7.04 -2.98 -0.41
H 4.79 -3.58 -1.26
H 2.85 -2.19 -0.68
H 2.06 2.31 2.88
H 2.62 4.70 2.79
H 3.91 5.61 0.88
H 4.65 4.10 -0.94
H 4.12 1.70 -0.84
H 1.43 -1.88 5.48
H 1.75 -1.22 7.84
H 1.25 1.09 8.55
H 0.43 2.74 6.90
H 0.10 2.08 4.55
H -1.49 -1.81 4.51
H -2.37 -4.10 4.26
H -1.30 -5.68 2.69
H 0.68 -4.95 1.38
H 1.59 -2.71 1.66
C -7.01 -3.89 0.58
C -5.92 -2.87 0.39
C -4.58 -3.23 0.40
C -3.58 -2.28 0.21
C -3.94 -0.96 0.04
C -5.28 -0.57 0.02
C -6.26 -1.53 0.19
S -2.67 0.26 -0.17
O -3.11 1.20 -1.23
C -2.82 1.09 1.42
C -2.81 0.27 2.57
C -2.80 0.83 3.81
C -2.72 2.23 3.96
C -2.67 2.83 5.24
C -2.57 4.18 5.38
C -2.51 5.00 4.24
C -2.57 4.46 2.98
C -2.69 3.06 2.80
C -2.76 2.45 1.50
C -2.92 3.40 0.35
C -4.23 3.97 0.19
C -5.35 3.49 0.91
C -6.59 4.03 0.72
C -6.78 5.09 -0.18
C -5.72 5.58 -0.88
C -4.43 5.04 -0.72
C -3.32 5.55 -1.45
C -2.10 4.98 -1.30
C -1.91 3.88 -0.43
S -0.25 3.22 -0.43
O -0.20 2.06 0.52
C -0.22 2.46 -2.06
C 0.92 1.68 -2.27
C 1.05 0.95 -3.43
C 0.06 0.98 -4.41
C 0.18 0.12 -5.63
C -1.05 1.79 -4.19
C -1.21 2.52 -3.02
H -6.59 -4.89 0.72
H -7.66 -3.93 -0.29
H -7.63 -3.65 1.44
H -4.31 -4.27 0.53
H -2.54 -2.57 0.19
H -5.53 0.47 -0.15
H -7.30 -1.23 0.18
H -2.84 -0.81 2.45
H -2.82 0.21 4.69
H -2.71 2.18 6.11
H -2.52 4.63 6.37
H -2.42 6.07 4.35
H -2.53 5.11 2.12
H -5.22 2.67 1.61
H -7.44 3.64 1.28
H -7.77 5.51 -0.32
H -5.86 6.40 -1.59
H -3.47 6.39 -2.12
H -1.25 5.35 -1.86
H 1.69 1.64 -1.51
H 1.92 0.31 -3.56
H 1.20 0.11 -6.02
H -0.49 0.46 -6.42
H -0.08 -0.91 -5.38
H -1.84 1.82 -4.94
H -2.11 3.08 -2.87
F 1.19 -1.64 -1.94
B 0.47 -2.84 -1.71
F 1.30 -3.75 -1.06
F -0.61 -2.49 -0.82
F -0.04 -3.34 -2.89
```

Properties
* molecular weight: 1110.773 g/mol
* E_tot: -122295.982 eV
* Kohn-Sham gap: 8.05 eV
* net charge: 0
* energy above the lowest of the compared OMol25 structures with the same formula, charge and spin: 27.83 kcal per mole
* LUMO level: 0.109 eV
* E_HOMO: -7.95 eV

Mulliken population analysis, charges in e, atoms 1 to 4: atom 1 (Ag): 3.32, atom 2 (N): 0.20, atom 3 (P): -0.21, atom 4 (C): 0.34

=====

# 3
Below is a molecular structure, C58H47N3O4PSe2TeW, with properties calculated with the ωB97M-V functional and the def2-TZVPD basis.

The geometry in XYZ format:
```
117
C58H47N3O4PSe2TeW (the ωB97M-V functional and the def2-TZVPD basis)
W -0.42 -0.21 -0.27
C -0.97 -0.25 2.96
O -0.70 -1.04 1.78
C -0.89 -2.43 1.84
C -1.07 -3.12 3.02
C -1.27 -4.50 2.93
C -1.29 -5.13 1.70
C -1.10 -4.41 0.54
C -0.88 -3.04 0.60
N -0.68 -2.27 -0.59
N 0.62 -1.79 -0.68
C 1.36 -1.74 -1.89
C 1.52 -0.45 -2.33
O 0.87 0.50 -1.61
C 2.26 -0.17 -3.49
C 2.80 -1.22 -4.18
C 2.64 -2.56 -3.75
C 3.21 -3.65 -4.47
C 3.07 -4.93 -4.02
C 2.37 -5.19 -2.82
C 1.80 -4.18 -2.11
C 1.91 -2.84 -2.57
H -1.95 -0.52 3.35
H -0.96 0.78 2.64
H -0.19 -0.44 3.70
H -1.08 -2.63 3.98
H -1.43 -5.06 3.84
H -1.46 -6.20 1.65
H -1.12 -4.88 -0.44
H 2.36 0.86 -3.83
H 3.36 -1.03 -5.09
H 3.76 -3.44 -5.38
H 3.51 -5.75 -4.57
H 2.29 -6.21 -2.47
H 1.27 -4.38 -1.19
Se -3.09 -0.50 0.35
P -3.59 -0.53 -1.76
Se -1.61 0.01 -2.55
C -4.19 -2.11 -2.35
C -3.30 -3.05 -2.85
C -3.76 -4.30 -3.23
C -5.11 -4.61 -3.11
C -6.00 -3.67 -2.60
C -5.55 -2.42 -2.21
C -4.72 0.79 -2.21
C -4.53 2.03 -1.40
C -5.18 3.75 -2.53
C -5.82 3.18 -3.76
C -5.93 1.89 -4.10
C -5.34 0.74 -3.40
H -2.24 -2.80 -2.93
H -3.07 -5.03 -3.63
H -5.47 -5.58 -3.41
H -7.05 -3.92 -2.50
H -6.24 -1.69 -1.82
H -4.05 1.80 -0.45
H -5.25 4.83 -2.51
H -6.29 3.90 -4.42
H -6.46 1.65 -5.01
H -5.37 -0.20 -3.94
C 2.38 6.35 0.29
C 1.56 5.09 0.19
C 0.45 5.01 -0.63
C -0.34 3.87 -0.69
C -1.43 3.80 -1.72
O -1.11 3.70 -2.89
C -2.85 3.83 -1.31
C -3.79 3.12 -2.23
C -5.73 3.00 -1.27
C -5.64 3.84 -0.03
C -4.54 4.44 0.44
C -3.19 4.37 -0.13
C 0.01 2.75 0.06
O -0.79 1.67 0.10
C 1.20 2.76 0.81
C 1.93 3.96 0.89
C 1.75 1.55 1.42
N 1.37 0.36 1.10
C 2.14 -0.79 1.65
C 3.35 -1.12 0.80
Te 4.26 -2.95 1.43
C 5.08 -2.11 3.18
C 6.35 -1.54 3.14
C 6.91 -1.00 4.29
C 6.20 -1.01 5.49
C 4.93 -1.57 5.53
C 4.37 -2.12 4.38
C 2.82 1.75 2.45
C 4.17 1.83 2.10
C 5.13 2.00 3.09
C 4.75 2.12 4.41
C 3.40 2.07 4.76
C 2.44 1.89 3.78
H 1.94 7.15 -0.30
H 3.40 6.19 -0.07
H 2.45 6.70 1.32
H 0.18 5.85 -1.25
H -3.25 2.77 -3.11
H -6.72 2.57 -1.38
H -6.56 4.00 0.51
H -4.64 5.03 1.34
H -2.40 4.80 0.48
H 2.82 3.99 1.50
H 1.49 -1.66 1.67
H 2.45 -0.57 2.67
H 4.11 -0.35 0.86
H 3.08 -1.26 -0.25
H 6.91 -1.53 2.22
H 7.90 -0.57 4.26
H 6.64 -0.60 6.38
H 4.38 -1.60 6.46
H 3.40 -2.59 4.43
H 4.46 1.76 1.06
H 6.17 2.05 2.81
H 5.50 2.25 5.18
H 3.10 2.17 5.79
H 1.39 1.86 4.04
```

Properties
* molecular weight: 1350.365 g/mol
* E_tot: -222664.242 eV
* Kohn-Sham gap (alpha / beta): 6.31 / 6.31 eV
* net charge: +1
* energy above the lowest of the compared OMol25 structures with the same formula, charge and spin: 46.41 kcal per mole
* LUMO level (alpha / beta): -3.432 / -3.435 eV
* E_HOMO (alpha / beta): -9.75 / -9.75 eV

Mulliken population analysis, charges in e, atoms 1 to 4: atom 1 (W): 0.28, atom 2 (C): -1.37, atom 3 (O): 1.01, atom 4 (C): 0.20

=====

# 4
Below is a molecular structure, C58H48I2N11ORbSi, with properties calculated with the ωB97M-V functional and the def2-TZVPD basis.

The geometry in XYZ format:
```
122
C58H48I2N11ORbSi (the ωB97M-V functional and the def2-TZVPD basis)
Rb 0.41 0.54 0.70
C 6.76 1.69 -3.12
C 7.45 0.95 -2.15
C 6.84 0.58 -0.96
C 5.52 0.94 -0.78
C 4.56 0.73 0.33
N 3.35 1.22 0.01
C 3.48 1.93 -1.16
N 2.68 2.80 -1.70
C 1.62 3.36 -1.06
C 0.75 4.32 -1.71
C 0.65 4.79 -3.02
C -0.32 5.74 -3.30
C -1.17 6.23 -2.29
C -1.07 5.77 -0.99
C -0.11 4.80 -0.70
C 0.25 4.07 0.50
N -0.34 4.30 1.70
C -0.06 3.65 2.80
N 0.66 2.50 2.97
C 1.01 2.41 4.26
N 2.01 1.67 4.74
C 2.58 0.77 3.96
N 3.87 0.89 3.56
C 3.97 0.15 2.44
N 4.93 0.33 1.54
C 2.84 -0.81 2.34
C 2.67 -1.98 1.63
C 1.58 -2.79 1.97
C 0.71 -2.42 2.99
C 0.88 -1.23 3.68
C 1.95 -0.42 3.34
C 0.31 3.44 5.05
C 0.29 3.74 6.40
C -0.47 4.82 6.82
C -1.19 5.59 5.89
C -1.14 5.30 4.53
C -0.40 4.21 4.12
N 1.28 3.23 0.23
C 4.82 1.67 -1.74
C 5.44 2.07 -2.91
H 7.26 1.97 -4.03
H 8.49 0.68 -2.33
H 7.37 0.02 -0.20
H 1.31 4.41 -3.79
H -0.43 6.10 -4.32
H -1.92 6.97 -2.54
H -1.72 6.15 -0.21
H 3.36 -2.27 0.85
H 1.41 -3.71 1.43
H -0.12 -3.07 3.23
H 0.21 -0.94 4.48
H 0.87 3.15 7.10
H -0.51 5.08 7.87
H -1.77 6.44 6.24
H -1.67 5.91 3.81
H 4.89 2.65 -3.64
C -1.79 -2.46 0.14
Si -1.58 -3.12 -1.47
C 0.24 -3.14 -2.02
N 1.00 -1.91 -1.82
C 0.57 -0.80 -2.66
C 0.98 -0.93 -4.13
C 2.49 -1.09 -4.22
C 2.94 -2.28 -3.37
C 2.45 -2.08 -1.93
C -2.07 -4.96 -1.86
C -3.25 -5.34 -2.50
C -3.62 -6.67 -2.63
C -2.82 -7.68 -2.11
C -1.64 -7.33 -1.46
C -1.29 -6.00 -1.33
C -2.60 -2.17 -2.78
C -2.61 -2.51 -4.14
C -3.32 -1.76 -5.07
C -4.05 -0.66 -4.66
C -4.07 -0.30 -3.32
C -3.35 -1.05 -2.40
H -0.98 -2.64 0.86
H -2.78 -2.51 0.61
H 0.29 -3.52 -3.06
H 0.72 -3.92 -1.41
H 1.04 0.11 -2.27
H -0.51 -0.67 -2.57
H 0.64 -0.04 -4.68
H 0.48 -1.79 -4.58
H 2.97 -0.18 -3.84
H 2.82 -1.22 -5.26
H 4.03 -2.38 -3.37
H 2.52 -3.20 -3.77
H 2.92 -1.18 -1.51
H 2.74 -2.93 -1.30
H -3.90 -4.57 -2.92
H -4.55 -6.93 -3.14
H -3.11 -8.72 -2.21
H -1.01 -8.10 -1.04
H -0.38 -5.75 -0.79
H -2.04 -3.37 -4.48
H -3.29 -2.04 -6.12
H -4.60 -0.07 -5.39
H -4.62 0.57 -2.99
H -3.32 -0.76 -1.35
I -3.32 -5.14 5.27
C -3.28 -3.10 4.94
C -3.79 -2.21 5.88
C -3.75 -0.86 5.60
C -3.19 -0.45 4.40
N -2.70 -1.30 3.50
C -2.75 -2.60 3.76
H -4.21 -2.58 6.81
H -4.13 -0.13 6.30
H -3.11 0.61 4.16
H -2.36 -3.25 2.99
N -3.51 1.07 1.16
C -2.78 1.74 0.24
O -1.90 1.17 -0.38
C -3.03 3.22 0.02
I -5.10 3.76 -0.09
H -3.25 0.11 1.33
H -4.22 1.52 1.71
H -2.58 3.52 -0.91
H -2.61 3.80 0.84
```

Properties
* molecular weight: 1282.460 g/mol
* E_tot: -104101.258 eV
* Kohn-Sham gap (alpha / beta): 3.86 / 3.86 eV
* net charge: -2
* LUMO level (alpha / beta): 2.966 / 2.966 eV
* E_HOMO (alpha / beta): -0.89 / -0.89 eV

Mulliken population analysis, charges in e, atoms 1 to 4: atom 1 (Rb): 0.57, atom 2 (C): -0.65, atom 3 (C): -0.61, atom 4 (C): -0.23